ORCA calculation (wB97M-V/def2-TZVPD) on 5 unconnected molecules or ions with the total composition C30H61FN5O5.

For the lowest unoccupied orbital energy, the calculation gives -3.972 eV. The multiplicity is 1. The total charge is +1. The HOMO energy comes out at -0.3880 Ha.

Structure (XYZ):
```
102
C30H61FN5O5, DFT wB97M-V/def2-TZVPD
C 0.92 3.27 1.51
O 1.70 3.21 0.26
C 1.76 4.53 -0.41
C 0.30 4.98 -1.08
C 0.43 5.50 -2.63
C 0.52 4.31 -3.76
C -0.28 2.93 -3.38
N -1.66 2.66 -2.83
C -1.82 1.13 -2.71
N -2.93 0.50 -2.22
C -3.15 -0.98 -2.03
C -4.45 -1.23 -1.01
F -4.69 -2.70 -0.76
N -0.58 0.47 -3.22
C -0.11 -0.95 -3.37
C 1.21 -1.58 -2.59
C 1.74 -3.12 -2.68
N 1.02 -4.11 -3.53
C -0.15 -3.58 -4.28
C -0.84 -2.11 -4.33
N 0.24 1.53 -3.58
H -0.06 2.60 1.43
H 0.57 4.35 1.82
H 1.57 2.79 2.38
H 2.61 4.62 -1.21
H 2.04 5.32 0.45
H -0.04 5.93 -0.44
H -0.54 4.17 -0.90
H -0.41 6.28 -2.92
H 1.45 6.10 -2.70
H 1.63 4.06 -4.09
H -0.01 4.74 -4.74
H -3.73 1.13 -1.92
H -3.44 -1.45 -3.08
H -2.24 -1.56 -1.54
H -5.45 -0.80 -1.48
H -4.23 -0.73 0.05
H 1.84 -0.84 -1.90
H 2.70 -3.49 -2.06
H -0.69 -4.39 -4.99
H -1.79 -1.84 -4.99
H 1.19 1.33 -3.98
C 4.69 3.72 3.15
C 5.85 2.95 3.76
O 6.26 3.44 5.03
C 5.27 3.42 6.06
C 4.75 2.03 6.38
H 4.94 4.78 3.05
H 4.44 3.32 2.16
H 3.79 3.66 3.77
H 6.72 3.04 3.09
H 5.62 1.88 3.82
H 4.46 4.11 5.82
H 5.76 3.83 6.96
H 4.25 1.58 5.52
H 4.04 2.07 7.20
H 5.58 1.37 6.66
C 9.06 2.34 4.55
C 10.41 2.34 5.24
O 11.00 1.04 5.33
C 11.25 0.37 4.10
C 12.20 1.12 3.18
H 8.36 1.68 5.08
H 8.64 3.36 4.55
H 9.12 2.00 3.52
H 10.29 2.70 6.26
H 11.11 3.03 4.75
H 10.30 0.14 3.59
H 11.69 -0.60 4.36
H 11.80 2.09 2.88
H 12.39 0.54 2.27
H 13.15 1.30 3.69
C -3.90 -5.88 -2.51
C -4.99 -4.94 -2.98
O -5.69 -5.41 -4.14
C -6.37 -6.65 -4.00
C -7.44 -6.65 -2.93
H -3.18 -6.06 -3.31
H -3.37 -5.46 -1.65
H -4.30 -6.85 -2.21
H -4.54 -3.98 -3.26
H -5.70 -4.72 -2.18
H -5.65 -7.46 -3.85
H -6.85 -6.85 -4.97
H -7.01 -6.47 -1.93
H -7.95 -7.62 -2.90
H -8.17 -5.86 -3.12
C -10.61 -1.35 -0.75
C -9.17 -0.96 -0.98
O -8.36 -1.05 0.19
C -8.26 -2.35 0.78
C -7.66 -3.39 -0.14
H -11.06 -0.73 0.04
H -11.20 -1.21 -1.67
H -10.71 -2.39 -0.44
H -9.13 0.09 -1.29
H -8.72 -1.54 -1.80
H -9.23 -2.66 1.17
H -7.60 -2.24 1.66
H -8.28 -3.55 -1.03
H -7.57 -4.35 0.37
H -6.67 -3.08 -0.49
```

ORCA calculation (wB97M-V/def2-TZVPD) on a molecular structure, C22H60CaF6N11O13P3S2.

For the lowest unoccupied orbital energy, the calculation gives 0.094 eV. The multiplicity is 1. The value obtained for the energy relative to the best compared isomer or geometry (same formula, charge and spin) is 0.058 eV. The HOMO energy comes out at -0.2937 Ha.

Structure (XYZ):
```
118
C22H60CaF6N11O13P3S2, DFT wB97M-V/def2-TZVPD
Ca -2.38 6.51 -1.90
C 0.22 10.71 -2.09
F 1.09 10.19 -2.95
F 0.64 10.44 -0.84
F 0.12 12.02 -2.25
S -1.47 9.91 -2.45
O -1.34 8.47 -2.19
O -2.39 10.62 -1.55
O -1.73 10.14 -3.87
C -0.33 3.12 1.01
F -0.57 2.13 0.14
F -0.25 2.61 2.25
F 0.85 3.61 0.66
S -1.77 4.37 0.94
O -1.68 4.90 -0.44
O -2.98 3.68 1.31
O -1.39 5.39 1.92
C -0.87 8.73 2.08
N -2.06 8.56 1.20
O -2.07 7.79 0.28
O -3.01 9.27 1.51
H -0.60 9.77 1.91
H -0.10 8.04 1.74
H -1.14 8.48 3.10
C -3.56 8.18 -5.99
N -4.01 8.37 -4.59
O -3.59 7.58 -3.76
O -4.85 9.22 -4.40
H -3.82 9.07 -6.55
H -4.16 7.34 -6.32
H -2.47 8.08 -5.96
O -4.58 6.70 -1.14
P -5.99 6.77 -0.73
N -6.25 6.03 0.79
C -5.13 5.96 1.72
C -7.53 5.73 1.39
N -7.10 5.94 -1.69
C -7.40 6.59 -2.98
C -6.84 4.50 -1.78
N -6.62 8.32 -0.60
C -5.85 9.47 -1.04
C -7.97 8.53 -0.11
H -4.27 6.50 1.33
H -4.91 4.96 2.09
H -5.32 6.56 2.62
H -7.43 5.04 2.23
H -8.25 5.41 0.64
H -7.97 6.66 1.79
H -7.68 7.63 -2.81
H -6.58 6.63 -3.70
H -8.33 6.16 -3.36
H -7.48 4.07 -2.56
H -5.81 4.29 -2.07
H -7.14 3.96 -0.89
H -5.02 9.64 -0.35
H -5.42 9.31 -2.03
H -6.49 10.35 -0.96
H -7.94 8.67 0.98
H -8.55 7.68 -0.48
H -8.43 9.45 -0.48
O -3.14 4.86 -3.27
P -3.10 3.51 -3.86
N -4.67 3.01 -4.31
C -4.94 1.62 -4.68
C -5.45 3.92 -5.13
N -2.62 2.26 -2.87
C -1.17 2.09 -2.70
C -3.46 1.91 -1.72
N -2.20 3.46 -5.27
C -2.02 2.21 -6.02
C -1.76 4.70 -5.93
H -4.51 0.90 -3.98
H -4.69 1.35 -5.71
H -6.02 1.50 -4.59
H -5.40 4.96 -4.84
H -6.51 3.67 -5.02
H -5.21 3.84 -6.20
H -0.79 2.93 -2.12
H -0.95 1.10 -2.29
H -0.66 1.94 -3.65
H -3.30 2.52 -0.83
H -4.52 1.93 -1.98
H -3.20 0.88 -1.45
H -0.97 2.06 -6.27
H -2.37 1.37 -5.42
H -2.55 2.24 -6.98
H -2.47 5.49 -5.68
H -1.77 4.52 -7.00
H -0.77 5.02 -5.59
O -0.38 5.77 -2.85
P 1.08 6.10 -3.12
N 2.00 4.69 -3.41
C 1.94 4.05 -4.70
C 2.44 3.87 -2.28
N 1.91 6.80 -1.84
C 3.26 7.39 -2.01
C 1.34 6.86 -0.47
N 1.28 6.97 -4.50
C 0.17 7.71 -5.15
C 2.58 7.25 -5.15
H 2.24 4.68 -5.54
H 0.93 3.69 -4.92
H 2.65 3.23 -4.82
H 1.70 3.11 -2.06
H 2.67 4.46 -1.39
H 3.36 3.38 -2.61
H 3.62 7.69 -1.03
H 3.93 6.64 -2.42
H 3.21 8.23 -2.71
H 0.50 6.18 -0.41
H 2.04 6.64 0.34
H 1.04 7.88 -0.22
H 0.05 8.73 -4.78
H 0.28 7.80 -6.23
H -0.72 7.12 -4.92
H 3.32 6.50 -4.88
H 2.95 8.24 -4.85
H 2.50 7.42 -6.22
```

| no. | total energy (eV) |
| --- | --- |
| 1 | -52482.3854 |
| 2 | -151082.0550 |